Here is a structure of composition C5H18B2BeCl10 in a non-equilibrium geometry from the Open Molecules 2025 dataset. Energies are from ωB97M-V/def2-TZVPD.

Geometry as XYZ:
```
36
Properties=species:S:1:pos:R:3:forces:R:3
Be 1.280974 -1.789541 0.685077 1.221 3.212 -0.819
B -0.206136 0.087039 0.380037 1.209 -1.846 1.380
H 0.824374 0.340919 0.185517 4.729 0.820 -0.680
H -0.661926 0.948729 -0.082553 -1.910 2.897 -1.642
H -0.468756 -0.797411 -0.179453 -1.191 -3.913 -2.392
H -0.320726 -0.012681 1.448287 -0.928 -0.360 4.119
B 3.877174 -1.658801 1.113307 -2.338 0.810 0.014
H 3.551084 -2.239941 0.264677 -1.552 -2.679 -4.342
H 3.502164 -0.650691 1.027717 -1.180 4.158 -0.617
H 3.392914 -2.041921 1.998157 -2.074 -1.889 4.291
H 4.946414 -1.748481 1.227007 3.720 -0.609 0.314
C 3.203214 2.481739 0.569137 0.850 0.449 0.038
Cl 2.022074 3.307179 -0.460223 -0.252 -0.190 0.129
Cl 4.621834 1.956099 -0.373003 -0.199 -0.040 -0.013
H 3.568884 3.261359 1.237407 -0.147 -0.404 0.136
H 2.820254 1.601939 1.086257 -0.280 0.284 -0.222
C 1.741564 0.726269 -2.784383 0.471 0.726 -0.434
Cl 2.052734 -0.912011 -2.177323 0.033 -0.123 -0.076
Cl 2.390144 0.920509 -4.450483 -0.412 -0.214 0.422
H 0.678854 0.968269 -2.770213 0.176 -0.329 -0.060
H 2.303384 1.459729 -2.206013 -0.181 -0.477 0.148
C -3.498186 0.889869 -1.709703 0.841 0.234 -0.611
Cl -4.706466 -0.324281 -1.342023 -0.374 -0.070 0.003
Cl -3.970096 2.085329 -2.962973 -0.179 -0.283 0.575
H -3.214026 1.392419 -0.785153 -0.141 0.053 -0.301
H -2.647706 0.381149 -2.163553 -0.086 0.012 0.383
C -2.867566 -3.582661 -0.045953 -0.171 -0.366 -1.275
Cl -1.494596 -3.040571 0.911257 0.110 -0.001 0.689
Cl -2.318436 -4.042671 -1.709073 -0.350 0.038 0.818
H -3.319036 -4.433081 0.464977 0.218 0.055 -0.256
H -3.591246 -2.780811 -0.192343 0.329 0.047 0.265
C -2.692236 1.409529 2.629457 0.533 -0.011 0.030
Cl -1.367046 1.517879 3.870427 -0.924 -0.101 -0.517
Cl -4.308306 1.856909 3.228487 0.572 -0.054 -0.068
H -2.386956 2.072829 1.820167 -0.227 0.034 0.254
H -2.738576 0.389869 2.247057 0.086 0.129 0.316
```
Positions in Å, forces in eV/Å.

molar mass	463.365	g/mol
LUMO	-3.56	eV
E	-132446.58760	eV
gap between HOMO and LUMO	7.3	eV
energy relative to the best compared isomer or geometry (same formula, charge and spin)	85.9	kcal per mole
net charge	0

Here is a cluster of 3 separate species, C5H18N2O2 in total in a non-equilibrium geometry from the Open Molecules 2025 dataset. Energies are from ωB97M-V/def2-TZVPD.

Geometry as XYZ:
```
27
Properties=species:S:1:pos:R:3:forces:R:3
C -2.244827 1.003027 -0.218531 0.543 0.857 2.407
C -1.195856 0.604570 -1.215052 0.569 0.115 -1.519
C 0.118101 1.412386 -1.096966 0.138 -1.000 0.053
C 0.904241 1.089719 0.180517 1.906 0.755 -0.593
N 1.813830 -0.071623 0.062720 -0.512 -0.038 1.309
C 1.535172 -1.196209 0.939864 0.328 -0.658 -1.668
N 0.301626 -1.955779 0.472891 1.421 0.768 -0.356
H -2.417968 2.129059 -0.187124 0.277 -1.386 -0.006
H -1.942231 0.655472 0.855756 -0.508 0.875 -1.767
H -3.188783 0.528302 -0.379215 -0.662 -0.291 -0.337
H -1.530387 0.746902 -2.265010 -0.214 0.114 0.550
H -1.012927 -0.477629 -1.177378 0.170 0.245 0.207
H 0.766947 1.203848 -1.978080 -0.340 0.102 0.571
H -0.108971 2.471934 -1.129219 -0.145 0.255 0.045
H 0.266159 1.004421 1.038507 -0.526 -0.243 0.165
H 1.557934 1.952727 0.465754 -0.524 -0.308 -0.424
H 1.952120 -0.382590 -0.888009 -0.171 0.060 -0.094
H 2.442182 -1.888193 0.857426 -1.453 0.623 0.183
H 1.455627 -0.889376 1.982318 0.029 0.216 0.037
H -0.580348 -1.479943 0.621321 0.163 0.055 0.280
H 0.289873 -2.851926 0.895724 -0.307 -0.890 0.521
O -0.891650 0.396465 3.110459 -0.184 -0.653 -0.438
H -0.514170 1.122535 3.604658 0.337 0.193 -0.078
H -0.313808 0.195278 2.351569 -0.243 0.320 0.884
O 1.249761 -1.737445 -2.409959 -1.761 -0.363 0.734
H 0.452782 -1.557069 -2.965888 1.046 -0.204 0.577
H 0.835558 -2.028862 -1.529051 0.624 0.479 -1.245
```
Positions in Å, forces in eV/Å.

molar mass	138.211	g/mol
structure (SMILES)	CCCCNCN.O.O
LUMO	0.78	eV
E	-12551.64002	eV
gap between HOMO and LUMO	9.5	eV
energy relative to the best compared isomer or geometry (same formula, charge and spin)	14.4	kcal per mole
net charge	0

Here is a cluster of 2 separate species, C5H18N3 in total from the Open Molecules 2025 dataset. Energies are from ωB97M-V/def2-TZVPD.

Geometry as XYZ:
```
26
Properties=species:S:1:pos:R:3:forces:R:3
C -2.238098 0.455255 -1.644778 0.347 0.359 -0.479
C -1.329474 1.322919 -0.773028 -0.737 -0.178 -0.426
N -2.142708 2.418227 -0.235401 0.897 -0.346 -0.011
N -1.566595 -0.767992 -2.082205 0.042 -0.365 0.409
H -3.171716 0.300955 -1.094853 -0.077 -0.141 -0.083
H -2.464955 1.027535 -2.543892 -0.228 0.064 0.103
H -0.886874 0.641376 -0.036569 0.062 0.165 0.290
H -0.518552 1.738421 -1.373435 0.002 -0.029 -0.018
H -1.527279 3.109107 0.176278 -0.271 0.155 0.116
H -2.756042 2.057408 0.479967 -0.199 0.160 0.160
H -1.695806 -1.506523 -1.399902 0.042 0.022 0.151
H -1.999545 -1.148070 -2.912323 0.004 0.192 -0.223
C 2.922129 -1.174890 -0.273287 -0.043 -0.044 -0.417
C 1.508829 -0.789652 0.122901 0.670 -0.565 0.433
N 1.472937 -0.782636 1.652077 -0.160 0.261 -0.539
C 0.379003 -0.001250 2.295472 0.061 -0.023 0.322
H 3.171740 -2.180698 0.068414 0.024 0.029 0.058
H 2.996684 -1.185341 -1.359879 -0.019 -0.005 -0.004
H 3.674953 -0.471877 0.086216 -0.063 0.057 0.077
H 1.203866 0.178950 -0.251967 -0.086 0.076 0.105
H 0.816852 -1.570027 -0.184408 -0.257 0.284 -0.140
H 2.387477 -0.460392 1.970876 -0.067 0.079 0.135
H 1.393880 -1.753332 1.940415 0.099 -0.155 0.168
H 0.486669 1.055576 2.074569 0.088 -0.013 -0.176
H 0.456953 -0.148839 3.370517 -0.104 -0.002 -0.007
H -0.574330 -0.364211 1.928225 -0.026 -0.036 -0.004
```
Positions in Å, forces in eV/Å.

molar mass	120.220	g/mol
LUMO	-3.40	eV
E	-9940.48475	eV
gap between HOMO and LUMO	8.9	eV
energy relative to the best compared isomer or geometry (same formula, charge and spin)	29.5	kcal per mole
net charge	+1

Here is a cluster of 2 separate species, C5H18N3O in total in a non-equilibrium geometry from the Open Molecules 2025 dataset. Energies are from ωB97M-V/def2-TZVPD.

Geometry as XYZ:
```
27
Properties=species:S:1:pos:R:3:forces:R:3
N -2.536555 -1.203045 -1.340373 -2.254 0.550 -0.167
C -1.498954 -1.839032 -0.526006 0.783 -0.178 0.378
C -0.151125 -1.301790 -0.998162 0.912 0.276 -0.848
N -0.312696 0.001897 -1.652963 0.390 0.649 -0.190
C 0.417984 1.105524 -0.985622 0.288 -0.715 0.608
C -0.393726 1.723303 0.159452 -0.297 0.690 -0.085
N 0.444345 2.074038 1.269929 -0.282 -0.363 -0.029
C 0.739316 1.036084 2.231401 1.308 -0.341 -0.375
H -2.233424 -0.245366 -1.595073 0.978 0.062 -0.155
H -2.771884 -1.683366 -2.210804 0.361 -0.161 0.035
H -3.441187 -1.051283 -0.883115 0.189 -0.445 0.321
H -1.621077 -1.612051 0.530851 -0.470 0.139 -0.127
H -1.544880 -2.903165 -0.666487 -0.174 -0.437 0.089
H 0.556819 -1.250789 -0.170553 -0.185 0.126 0.193
H 0.341877 -1.980754 -1.698752 -0.349 -0.164 -0.032
H 0.011354 -0.035693 -2.613530 -0.077 -0.194 0.149
H 1.333443 0.688587 -0.544686 -0.085 0.104 0.070
H 0.779553 1.831451 -1.702633 -0.332 0.226 -0.267
H -0.948575 2.616026 -0.152731 0.276 -0.046 -0.239
H -1.203904 1.028937 0.423318 0.055 -0.328 0.257
H 0.334307 2.993962 1.642484 -0.264 0.167 0.142
H 0.446753 1.168513 3.253960 -0.714 0.517 0.483
H 1.814591 0.906074 2.274843 0.380 -0.076 0.125
H 0.397402 0.052657 1.922365 -0.430 -0.023 -0.261
H 3.591260 -0.530063 2.107366 0.034 -0.101 -0.046
H 4.027942 -0.589202 0.641884 -0.306 -0.299 0.421
O 3.421049 -1.001457 1.283632 0.264 0.364 -0.449
```
Positions in Å, forces in eV/Å.

molar mass	136.219	g/mol
LUMO	-3.27	eV
E	-11987.62762	eV
gap between HOMO and LUMO	8.2	eV
energy relative to the best compared isomer or geometry (same formula, charge and spin)	17.2	kcal per mole
net charge	+1